[1]
Computed, not measured: the molecule C2H4N4O at a distorted geometry, with the ωB97M-V functional and the def2-TZVPD basis.

Its relative energy (zero: lowest compared OMol25 entry of this formula, charge and spin) is 381.3 kJ/mol. As for the LUMO energy: 0.90 eV. As for the spin multiplicity: 1. As for the SMILES: [H]/N=C1\NN=CON1. The calculation puts the molar mass at 100.081 g mol⁻¹. The energy is -372.75511 Ha. The strongest force on any atom comes out at 5.90 eV/A. The HOMO-LUMO gap is 10.1 eV.

```
11
Properties=species:S:1:pos:R:3:forces:R:3:mulliken_charge:R:1
H 0.6889 -0.5357 2.6218 0.9 -0.5 0.3 0.2176
N -0.1961 -0.3764 2.1972 -1.3 1.5 -1.9 -0.6706
C -0.0567 0.0122 0.9665 3.4 -1.6 3.8 0.5016
N 1.1086 -0.0445 0.2575 -0.1 0.0 -2.4 0.1415
N 1.1733 0.1335 -1.1473 1.0 0.6 1.7 -0.5642
C 0.0578 0.0696 -1.7038 -1.2 -1.3 1.6 0.0289
O -1.0568 -0.2900 -0.9157 0.8 0.6 -2.8 -0.3047
N -0.9766 0.5893 0.2009 -5.9 -0.4 0.5 -0.3066
H 1.9761 -0.1964 0.6760 1.2 -0.3 0.6 0.1587
H -0.0643 0.1387 -2.7452 -0.3 0.1 -1.1 0.4412
H -1.9174 0.3097 0.6383 1.6 1.3 -0.4 0.3566
```
Positions in Å, forces in eV/Å.



[2]
Computed, not measured: a structure of composition C8H12AgI2O6 at a distorted geometry, with the ωB97M-V functional and the def2-TZVPD basis.

As for the LUMO energy (alpha / beta): 0.41 / -3.18 eV. As for the spin multiplicity: 2. The calculation puts the molar mass at 565.854 g mol⁻¹. Its expectation value of S² is 0.7667. The energy is -1505.86032 Ha. The strongest force on any atom comes out at 2.11 eV/A. The HOMO-LUMO gap (alpha / beta) is 9.0 / 4.5 eV.

```
29
Properties=species:S:1:pos:R:3:forces:R:3:mulliken_charge:R:1
Ag -0.3646 -0.1152 -1.1858 -0.5 -0.6 -0.2 0.3897
I -1.8774 -0.1523 -3.5828 0.4 -0.1 0.7 -0.2457
I -0.5719 -2.4399 0.4452 0.0 0.5 -0.5 -0.3204
C 6.0931 -2.4542 -2.2721 0.0 -0.8 -1.2 -1.4347
C 4.7917 -2.4711 -1.5356 -0.8 -0.1 0.7 0.4907
C 4.6645 -1.4964 -0.3550 1.2 -0.3 -0.6 -0.4376
O 3.3454 -1.0246 -0.4337 -0.6 0.5 0.2 -0.3044
C 2.8372 -1.2775 -1.6493 1.6 -1.3 0.2 0.6508
O 1.8006 -0.8997 -2.0578 -1.1 0.7 -0.5 -0.4239
O 3.6741 -2.0880 -2.3491 -0.2 0.5 -0.2 -0.3516
H 6.9086 -2.5475 -1.5579 0.2 0.2 -0.1 0.3629
H 6.2242 -1.6643 -3.0149 -0.1 0.7 0.8 0.3487
H 6.1273 -3.3120 -2.9556 0.1 -0.3 0.5 0.3715
H 4.5713 -3.4822 -1.1820 0.1 0.0 -0.1 0.2406
H 5.3860 -0.6911 -0.5202 -0.2 0.2 0.3 0.3025
H 4.8438 -1.9830 0.5984 -0.1 0.1 0.1 0.3059
C -5.3862 3.4829 1.5173 -1.2 -1.1 -0.1 -1.3169
C -4.3106 2.6268 2.1620 0.2 1.0 0.5 0.3760
C -4.7147 1.2044 2.5853 -0.4 1.2 0.2 -0.3510
O -3.9200 0.3749 1.7746 -0.2 -0.6 -0.1 -0.2988
C -3.1117 1.1022 0.9797 -0.4 0.3 0.7 0.4860
O -2.4007 0.6306 0.1600 0.4 0.0 -0.4 -0.3445
O -3.2150 2.4122 1.2765 0.2 -0.3 -0.6 -0.3566
H -6.3314 3.3045 2.0482 0.2 0.3 0.3 0.3539
H -5.6550 3.0916 0.5306 0.5 0.2 -0.2 0.3393
H -5.2234 4.5534 1.4808 0.4 0.0 0.0 0.3389
H -3.8860 3.1588 3.0160 -0.1 0.0 0.0 0.2673
H -5.7860 1.0724 2.4298 0.1 -0.5 -0.3 0.2771
H -4.5129 1.0845 3.6477 0.2 -0.5 -0.1 0.2844
```
Positions in Å, forces in eV/Å.



[3]
Computed, not measured: a structure of composition C21H26AlNO5STe at a distorted geometry, with the ωB97M-V functional and the def2-TZVPD basis.

Its relative energy (zero: lowest compared OMol25 entry of this formula, charge and spin) is 199.6 kJ/mol. As for the LUMO energy: 4.10 eV. As for the spin multiplicity: 1. The calculation puts the molar mass at 559.090 g mol⁻¹. As for the charge: -2. The energy is -2155.46578 Ha. The strongest force on any atom comes out at 2.05 eV/A. The HOMO-LUMO gap is 2.7 eV.

```
56
Properties=species:S:1:pos:R:3:forces:R:3:mulliken_charge:R:1
Al 1.1023 -0.5842 -1.8319 0.6 -1.7 -1.0 -0.7573
C 3.3220 2.8289 5.2743 0.0 0.0 0.0 -1.4041
C 3.3452 1.9514 4.0575 0.1 -0.5 -0.5 1.1587
C 4.5535 1.5911 3.4359 -0.7 0.6 0.9 -0.6570
C 4.5593 0.7367 2.3602 -0.6 -0.8 -0.8 -0.3124
C 3.3582 0.2068 1.8801 0.1 0.9 0.6 -0.5067
C 2.1436 0.5938 2.4588 0.5 -0.6 -0.6 -0.5335
C 2.1404 1.4448 3.5315 0.6 0.5 0.7 -0.7944
S 3.2726 -0.8195 0.4451 -0.6 -1.0 -1.5 1.4951
O 4.6328 -1.0499 -0.0118 -0.1 0.5 0.5 -0.7764
O 2.5205 -2.0040 0.7932 0.1 0.6 0.4 -0.7058
N 2.4147 0.0689 -0.5979 0.8 -0.9 1.6 0.5065
C 3.1307 1.2204 -1.0600 0.3 0.7 -0.2 -0.4210
C 2.6388 1.5523 -2.4717 0.2 0.3 0.0 0.4820
O 3.1123 2.4832 -3.1031 0.2 0.2 0.1 -0.7538
O 1.7016 0.7802 -2.8951 -0.2 0.1 -0.2 -0.3269
H 4.2874 3.3113 5.4214 0.0 0.1 0.0 0.3431
H 3.1005 2.2478 6.1764 0.0 0.1 -0.1 0.2811
H 2.5533 3.5977 5.1755 0.0 0.0 0.1 0.3368
H 5.4866 1.9969 3.8166 0.0 0.0 0.0 0.2680
H 5.4712 0.4514 1.8588 0.1 0.0 0.0 0.4879
H 1.2383 0.1993 2.0220 -0.2 0.1 0.0 0.4480
H 1.2063 1.7388 3.9927 -0.1 0.0 0.0 0.3497
H 4.2075 1.0183 -1.0849 0.0 0.2 -0.2 0.3804
H 2.9715 2.1049 -0.4179 0.0 -0.1 -0.2 0.1754
C -7.3296 -0.2702 -1.1273 0.1 0.0 0.0 -1.4437
C -5.8456 -0.0360 -1.0700 -0.1 0.0 0.1 0.8540
C -4.9381 -1.0267 -1.4038 -0.3 0.2 0.1 -1.2628
C -3.5693 -0.7956 -1.4163 0.2 -0.3 -0.1 1.6378
C -2.6762 -1.9544 -1.7306 0.1 0.0 -0.1 -1.4064
C -3.0616 0.4712 -1.1038 0.3 -0.3 -0.1 -0.6231
Te -0.9846 0.9993 -1.3495 -0.8 0.5 0.3 0.0027
C -3.9794 1.4562 -0.7096 0.2 0.3 0.1 1.3685
C -3.5280 2.8232 -0.2964 0.1 0.0 0.0 -1.7318
C -5.3402 1.1988 -0.6956 -0.2 -0.2 -0.1 -1.0496
H -7.5391 -1.3122 -1.3617 -0.1 -0.1 0.0 0.3375
H -7.7759 0.3571 -1.9023 -0.1 0.0 0.0 0.2931
H -7.8087 -0.0207 -0.1785 -0.1 0.0 0.0 0.3274
H -5.3089 -2.0142 -1.6585 0.0 0.0 -0.1 0.2260
H -3.2199 -2.7432 -2.2535 0.0 0.0 0.0 0.2492
H -2.2824 -2.3767 -0.8045 0.1 0.0 0.0 0.2486
H -1.8199 -1.6655 -2.3385 0.1 -0.1 0.0 0.2011
H -2.6919 2.7442 0.3962 0.1 0.1 0.0 0.3460
H -4.3404 3.3730 0.1805 0.0 0.0 0.0 0.3551
H -3.1798 3.3798 -1.1669 0.1 0.1 0.0 0.3015
H -6.0264 1.9871 -0.3951 0.0 0.0 0.0 0.2481
C 0.2749 -3.4983 -0.7434 0.2 0.0 -0.1 -0.5289
O 0.3561 -3.3424 -2.1259 -0.4 -0.5 -0.4 -0.4075
C 1.3494 -2.3694 -2.5323 -0.4 1.0 0.6 0.3378
C 2.7422 -2.9915 -2.5799 -0.8 0.3 -0.1 -0.8896
H -0.0342 -2.5529 -0.2678 -0.1 0.0 0.1 -0.0268
H 1.2359 -3.7616 -0.2879 0.0 -0.1 0.0 0.1923
H -0.4641 -4.2808 -0.5336 -0.1 -0.1 0.1 0.3679
H 2.9396 -3.4694 -3.5525 0.2 -0.1 0.0 0.2473
H 2.8823 -3.7522 -1.8045 0.1 -0.2 0.2 0.2261
H 3.4946 -2.2213 -2.4107 0.3 0.1 -0.1 0.2389
```
Positions in Å, forces in eV/Å.



[4]
Computed, not measured: the molecule C6H10N2O5, with the ωB97M-V functional and the def2-TZVPD basis.

Its relative energy (zero: lowest compared OMol25 entry of this formula, charge and spin) is 0.0 kJ/mol. As for the LUMO energy: 0.45 eV. As for the spin multiplicity: 1. As for the SMILES: NC(=O)N[C@@H](CCC(=O)O)C(=O)O. The calculation puts the molar mass at 190.155 g mol⁻¹. The energy is -720.43474 Ha. The strongest force on any atom comes out at 0.74 eV/A. The HOMO-LUMO gap is 10.0 eV.

```
23
Properties=species:S:1:pos:R:3:forces:R:3:mulliken_charge:R:1
N -1.5924 -2.8377 -0.0954 -0.1 -0.3 -0.2 -0.4168
C -1.4499 -1.6663 0.5942 0.2 -0.3 0.1 0.4685
O -2.1148 -1.3864 1.5749 -0.1 -0.1 0.3 -0.6180
N -0.4379 -0.8671 0.1586 0.2 0.4 -0.1 -0.1171
C -0.2936 0.4269 0.7882 -0.3 -0.1 0.2 0.4261
C 0.4535 1.4111 -0.1135 0.0 -0.3 0.1 -0.9157
C 1.9226 1.0425 -0.3411 -0.1 0.1 -0.1 -0.6840
C 2.1628 0.1215 -1.5095 -0.1 0.0 0.0 0.6155
O 1.3456 -0.5811 -2.0487 -0.2 -0.1 -0.1 -0.6592
O 3.4354 0.1605 -1.9047 0.6 0.1 -0.1 -0.4507
C -1.6946 0.9846 1.0750 0.0 0.2 -0.4 0.1389
O -2.5483 1.1164 0.2405 0.0 0.0 -0.1 -0.6008
O -1.8064 1.4243 2.3259 0.1 0.2 0.7 -0.4603
H -1.2107 -2.9209 -1.0211 0.0 0.0 0.0 0.1868
H -2.4149 -3.3770 0.1133 0.0 0.1 0.0 0.2481
H -0.0382 -0.9835 -0.7628 0.0 0.0 0.0 0.2917
H 0.2196 0.3165 1.7533 0.0 0.1 -0.2 0.2641
H 0.4101 2.3940 0.3578 0.0 0.0 0.0 0.4516
H -0.0710 1.4704 -1.0692 0.0 0.1 0.0 0.3987
H 2.3295 0.5487 0.5452 0.1 0.0 0.0 0.3397
H 2.5226 1.9375 -0.5132 0.0 -0.1 0.1 0.3586
H 3.5877 -0.4454 -2.6478 -0.3 0.0 0.1 0.3604
H -2.7167 1.7107 2.5001 0.1 0.0 -0.3 0.3741
```
Positions in Å, forces in eV/Å.



[5]
Computed, not measured: the molecule C17H19N3O2S, with the ωB97M-V functional and the def2-TZVPD basis.

Its relative energy (zero: lowest compared OMol25 entry of this formula, charge and spin) is 170.2 kJ/mol. As for the LUMO energy: 0.51 eV. As for the spin multiplicity: 1. As for the SMILES: Cc1ccccc1NC(=S)N1CCN(C(=O)c2ccco2)CC1. The calculation puts the molar mass at 329.425 g mol⁻¹. The energy is -1372.14601 Ha. The strongest force on any atom comes out at 0.93 eV/A. The HOMO-LUMO gap is 8.7 eV.

```
42
Properties=species:S:1:pos:R:3:forces:R:3:mulliken_charge:R:1
C 4.7947 0.3021 -1.7702 -0.1 0.0 0.0 -1.4826
C 3.5215 1.0137 -2.1128 -0.1 -0.1 0.1 0.9501
C 3.5196 2.3529 -2.4695 -0.1 0.0 0.0 -0.6316
C 2.3441 3.0108 -2.7897 0.0 0.1 0.0 -0.6820
C 1.1450 2.3214 -2.7733 0.0 0.0 0.0 -0.7213
C 1.1228 0.9832 -2.4267 0.1 -0.1 -0.1 -0.3459
C 2.3005 0.3283 -2.0813 -0.1 0.6 -0.1 0.0446
N 2.3035 -1.0314 -1.7334 0.4 0.0 0.1 -0.0574
C 1.2494 -1.7774 -1.2890 -0.2 -0.3 0.1 0.1512
S 1.1188 -3.3554 -1.7751 0.1 -0.5 -0.2 -0.3966
N 0.3749 -1.2233 -0.4216 0.3 0.0 -0.3 0.3571
C -0.7826 -1.9929 -0.0117 -0.5 -0.2 0.0 -1.3845
C -1.8181 -1.0711 0.6197 -0.1 -0.2 -0.3 -0.7833
N -1.2681 -0.4502 1.8039 0.1 0.0 0.0 0.2509
C -1.9514 -0.0935 2.9220 0.1 0.0 0.1 0.4889
O -1.3757 0.3166 3.9133 -0.1 0.0 0.3 -0.6616
C -3.4287 -0.1949 2.8759 -0.4 0.3 -0.8 0.1311
C -4.3668 0.0985 1.9164 0.7 -0.2 0.5 -0.1764
C -5.6263 -0.0641 2.5322 -0.1 -0.1 0.6 -0.5396
C -5.3646 -0.4411 3.8158 -0.7 0.2 -0.6 -0.4500
O -4.0503 -0.5116 4.0303 0.5 -0.1 0.4 -0.2925
C 0.1746 -0.2951 1.8153 0.3 0.2 0.1 -1.3105
C 0.6841 -0.0680 0.3985 0.0 0.4 0.3 -0.4473
H 5.0519 -0.4193 -2.5473 0.1 -0.1 0.0 0.3305
H 5.6150 1.0089 -1.6808 0.1 0.0 0.0 0.4135
H 4.6944 -0.2400 -0.8306 0.0 -0.1 0.1 0.3247
H 4.4564 2.8903 -2.4934 0.1 0.0 0.0 0.3638
H 2.3670 4.0553 -3.0601 0.0 0.1 0.0 0.3873
H 0.2258 2.8201 -3.0414 -0.1 0.0 0.0 0.4086
H 0.1965 0.4286 -2.4507 -0.1 0.0 0.0 0.5609
H 3.0141 -1.5918 -2.1875 -0.2 0.0 0.1 0.3507
H -1.2013 -2.4815 -0.8957 0.0 0.1 0.2 0.6585
H -0.4941 -2.7831 0.6930 0.0 0.0 -0.1 0.3251
H -2.7054 -1.6493 0.8852 0.1 0.1 -0.1 0.7307
H -2.1085 -0.3068 -0.1134 -0.1 -0.1 0.0 0.1564
H -4.1900 0.4182 0.9104 0.1 0.0 -0.2 0.4742
H -6.5865 0.0805 2.0818 -0.2 0.0 0.0 0.4389
H -6.0116 -0.6822 4.6360 0.0 -0.1 0.2 0.4795
H 0.6510 -1.1833 2.2487 0.0 0.1 0.0 0.2646
H 0.4142 0.5581 2.4544 0.1 -0.1 -0.1 0.5124
H 0.2248 0.8379 -0.0177 0.1 0.0 0.1 0.2830
H 1.7653 0.0824 0.4202 -0.1 0.0 0.0 0.5261
```
Positions in Å, forces in eV/Å.



What is the energy in the first record? -372.75511 Ha